82
Properties=species:S:1:pos:R:3:forces:R:3 method="wB97M-V/def2-TZVPD" mol_weight_g_mol=642.6 total_charge=+1 e_homo_ev=-10.36 multiplicity=1 fmax_ev_per_a=1.3
C -5.241420 -5.308000 -0.950352 -0.057 0.215 0.406
C -6.596611 -4.989995 -0.330008 -0.077 -0.205 0.072
F -7.425188 -6.080611 -0.432414 0.197 0.258 -0.012
N -7.310940 -3.882760 -0.992138 -0.065 -0.030 -0.534
C -8.707160 -4.062708 -1.371299 0.029 0.194 -0.012
C -9.598737 -4.149673 -0.151716 0.430 0.257 -0.264
O -10.295008 -5.051766 0.085365 -0.900 -0.872 0.291
Br -9.485806 -2.626810 1.022257 0.153 0.365 0.240
C -6.753637 -2.689696 -1.163612 0.335 -0.108 0.410
N -7.349805 -1.624202 -1.725664 0.235 0.229 -0.091
C -6.453861 -0.657995 -1.664723 -0.130 -0.269 0.075
N -5.322627 -1.052772 -1.089191 -0.275 0.372 -0.190
N -5.498791 -2.362788 -0.757547 -0.207 0.060 -0.039
H -5.210684 -6.365289 -1.178176 -0.040 -0.159 -0.169
H -5.044289 -4.724381 -1.841255 -0.013 -0.093 -0.273
H -4.450853 -5.130538 -0.224103 0.156 0.021 0.039
H -6.517903 -4.756179 0.733986 -0.015 -0.019 0.103
H -9.017900 -3.212573 -1.966014 0.023 0.171 -0.069
H -8.849790 -4.965659 -1.948911 0.103 -0.195 -0.022
H -6.597488 0.345128 -2.024157 0.007 0.124 -0.050
H -4.480216 -0.528364 -0.899370 0.183 -0.148 0.071
H -4.770791 -2.889000 -0.305446 0.026 -0.106 0.028
C 0.768014 0.244602 -1.227068 0.004 -0.002 0.002
C 0.415205 -0.394957 -0.046339 0.014 0.022 -0.005
C -0.794718 -1.065755 0.042410 -0.070 -0.033 0.076
C -1.643253 -1.098121 -1.054943 -0.092 0.058 0.024
C -1.293891 -0.462502 -2.238453 -0.080 -0.007 -0.003
C -0.084442 0.211485 -2.321344 0.011 0.024 -0.013
H 1.709973 0.772281 -1.296171 0.003 0.019 -0.006
H 1.083737 -0.371303 0.803895 0.007 -0.002 0.009
H -1.073884 -1.563218 0.962905 0.032 -0.027 0.000
H -2.584825 -1.638055 -0.986235 0.064 -0.112 -0.050
H -1.955998 -0.494212 -3.095042 0.014 -0.010 -0.019
H 0.195334 0.714038 -3.237081 -0.002 0.015 -0.004
C -0.116913 -0.881318 5.015011 0.005 -0.009 0.008
C -0.477249 -1.529257 6.188033 0.006 0.000 0.012
C -1.688109 -2.203242 6.264467 0.001 -0.007 0.002
C -2.536511 -2.234615 5.166970 -0.015 -0.010 -0.011
C -2.173619 -1.588134 3.993910 0.011 -0.009 -0.011
C -0.965351 -0.909952 3.918013 -0.002 0.011 -0.053
H 0.825355 -0.352563 4.956106 0.002 0.020 0.004
H 0.186156 -1.508038 7.042776 0.009 0.013 0.006
H -1.971196 -2.703300 7.180950 0.000 -0.009 0.008
H -3.480476 -2.760584 5.229057 -0.009 -0.002 0.009
H -2.837249 -1.609250 3.136815 -0.016 0.017 -0.001
H -0.685470 -0.398619 3.005371 0.004 0.031 0.010
C 3.335708 -1.339118 6.501023 -0.011 0.006 -0.012
C 4.097312 -2.198134 7.280835 -0.003 -0.010 0.005
C 5.091137 -1.688686 8.104084 0.000 0.000 0.009
C 5.319747 -0.320582 8.151417 0.004 -0.003 0.003
C 4.556946 0.538549 7.373586 0.003 0.017 0.000
C 3.566366 0.028834 6.546272 -0.023 -0.014 -0.005
H 2.562478 -1.738166 5.856895 0.010 -0.028 -0.012
H 3.916030 -3.264496 7.247115 0.005 -0.011 -0.008
H 5.687963 -2.357928 8.709483 0.002 -0.006 0.011
H 6.093105 0.076260 8.795560 0.009 0.005 0.005
H 4.734923 1.605120 7.411923 0.005 0.011 -0.002
H 2.974487 0.700785 5.936937 -0.002 0.013 0.002
C 3.498573 3.239882 -3.366012 -0.005 0.000 0.033
C 2.518912 2.471068 -3.978597 -0.014 -0.045 0.011
C 1.489612 3.085471 -4.678734 -0.005 -0.011 0.013
C 1.442484 4.469452 -4.769633 -0.012 0.000 -0.002
C 2.422832 5.238203 -4.158105 -0.003 0.005 -0.004
C 3.449201 4.623937 -3.454992 -0.004 0.008 0.046
H 4.303180 2.760267 -2.823034 0.012 -0.005 -0.003
H 2.563068 1.390321 -3.914933 0.021 -0.010 -0.022
H 0.725771 2.486344 -5.159065 0.008 -0.001 -0.032
H 0.644385 4.949108 -5.320907 -0.005 0.007 -0.007
H 2.390007 6.316881 -4.233616 0.001 0.012 0.002
H 4.215095 5.224191 -2.981893 0.013 0.011 -0.011
C 8.759032 6.029259 -5.679206 0.004 0.004 -0.004
C 8.392967 5.379840 -4.508837 0.004 0.002 0.017
C 7.179378 4.710374 -4.438452 -0.012 0.000 0.006
C 6.333799 4.686305 -5.538468 -0.009 -0.022 -0.025
C 6.701111 5.334444 -6.709299 0.007 0.011 0.000
C 7.912686 6.007606 -6.778918 -0.001 0.004 -0.003
H 9.704568 6.552368 -5.734474 0.010 0.005 0.000
H 9.054189 5.394829 -3.652279 0.005 0.005 0.009
H 6.892537 4.205624 -3.523999 0.005 -0.014 0.004
H 5.388937 4.162141 -5.482781 -0.016 -0.002 -0.008
H 6.042371 5.315113 -7.567713 -0.007 0.000 -0.009
H 8.197985 6.515752 -7.690706 0.006 0.001 -0.010

58
Properties=species:S:1:pos:R:3:forces:R:3 method="wB97M-V/def2-TZVPD" mol_weight_g_mol=346.4 total_charge=-1 e_homo_ev=-7.06 multiplicity=1 fmax_ev_per_a=2.0
N 15.707305 21.827582 -6.317614 -0.435 -0.661 0.612
O 14.929146 21.145934 -5.634794 0.515 0.580 -0.586
O 15.929456 21.543986 -7.512209 -0.155 0.200 0.299
O 16.314777 22.812908 -5.786512 0.049 -0.335 -0.400
C 18.497713 23.160178 -9.586306 -0.084 0.525 -0.731
O 17.747842 21.968934 -9.558009 -0.109 -0.063 -0.013
H 17.936487 23.999989 -10.028427 -0.239 -0.058 0.444
H 18.868253 23.447120 -8.600363 0.097 0.064 -0.053
H 19.312314 23.059548 -10.310468 0.204 -0.413 0.391
H 17.052363 22.065485 -8.884432 0.194 -0.075 -0.005
C 15.332954 24.905696 -8.352096 0.512 -0.686 -0.472
C 14.561940 25.388656 -7.146884 -0.089 0.273 0.797
C 13.248459 24.638395 -6.950434 -0.333 0.393 -0.644
O 15.308529 25.359964 -5.927131 0.336 -0.582 -0.280
H 15.370976 23.817054 -8.474575 -0.271 0.032 0.343
H 16.388686 25.182706 -8.304289 -0.130 0.401 -0.022
H 14.874908 25.280880 -9.269603 0.092 0.142 0.007
H 14.403737 26.462931 -7.289864 -0.418 -0.084 -0.072
H 13.384105 23.607707 -6.620548 0.312 0.007 -0.030
H 12.726257 24.612714 -7.913242 -0.113 -0.142 0.081
H 12.590023 25.126624 -6.231363 0.147 0.097 0.080
H 15.612574 24.429144 -5.842891 -0.149 0.398 0.227
C 15.775513 22.654681 -1.943397 -0.116 -0.454 -0.544
C 16.947761 23.452843 -2.510579 0.047 -0.047 0.184
C 17.873635 23.966032 -1.410034 -0.376 0.251 -0.462
O 17.681793 22.644115 -3.416177 -0.255 0.413 -0.188
H 15.002234 22.503606 -2.704724 -0.163 0.582 0.115
H 15.386766 23.118654 -1.036200 -0.227 -0.126 -0.052
H 16.056766 21.609230 -1.780959 0.460 0.235 0.536
H 16.546647 24.352662 -3.000640 0.038 -0.183 -0.297
H 18.806686 24.347033 -1.824843 0.137 -0.390 -0.074
H 18.031623 23.180669 -0.671944 0.234 0.195 0.166
H 17.396723 24.857611 -0.992014 -0.067 -0.299 0.486
H 17.123301 22.577243 -4.218916 0.292 -0.122 0.325
C 12.381681 21.174424 -8.005129 0.591 -0.539 0.300
C 13.124410 21.637064 -9.251515 0.378 -0.833 0.300
C 13.799564 20.473162 -9.964827 -1.209 -1.586 -0.234
O 12.310011 22.391245 -10.117830 0.086 1.079 -0.389
H 11.976925 21.960209 -7.370657 0.204 0.296 -0.178
H 13.142634 20.624777 -7.438709 -0.344 0.090 0.275
H 11.555287 20.479750 -8.182689 0.112 -0.033 -0.430
H 13.990046 22.234091 -8.948060 -0.588 0.615 0.020
H 14.173416 20.737704 -10.951611 0.383 0.261 0.163
H 13.073612 19.655744 -10.147825 -0.227 0.387 -0.133
H 14.511643 19.913029 -9.354777 0.376 0.728 0.037
H 11.633189 21.868427 -10.551542 0.078 -0.440 0.204
O 14.290468 17.944662 -6.991631 -0.080 -0.071 -0.283
H 14.301151 18.863535 -6.690306 0.164 -0.119 0.003
H 14.966873 17.926050 -7.693396 -0.146 0.257 0.520
O 18.320429 25.611878 -6.404438 0.274 0.040 -0.059
H 17.727444 26.354682 -6.550546 -0.147 -0.107 0.093
H 17.769890 24.965839 -5.947376 -0.035 0.014 -0.048
O 18.948719 20.790068 -5.777535 -0.023 -0.034 -0.199
H 18.272669 21.469055 -5.900158 0.079 0.064 0.096
H 19.629060 21.013946 -6.420713 -0.072 0.006 0.001
O 16.553948 18.874790 -8.369664 0.300 -0.260 -0.388
H 16.944596 19.640262 -7.927823 -0.177 0.030 0.075
H 16.644133 19.070856 -9.308708 0.083 0.086 0.084

14
Properties=species:S:1:pos:R:3:forces:R:3 method="wB97M-V/def2-TZVPD" mol_weight_g_mol=84.1 smiles=C1N[C@H]1[C@H]1CN1 de_lowest_kj_mol=218.3 total_charge=0 e_homo_ev=-9.40 multiplicity=1 fmax_ev_per_a=0.3
C 0.069811 -1.395069 -1.460137 -0.010 -0.319 0.005
N -0.025764 -0.003347 -1.876027 -0.177 0.209 -0.101
C 0.609780 -0.315818 -0.603452 0.182 0.020 0.193
C -0.110440 0.010123 0.676571 0.033 -0.231 -0.025
C 0.374687 1.069922 1.583738 0.232 0.067 0.207
N -0.783759 1.310194 0.730164 -0.268 0.139 0.022
H 0.734374 -2.016528 -2.054836 -0.089 0.106 0.080
H -0.823761 -1.899827 -1.097766 0.080 0.062 -0.070
H -0.950223 0.378992 -1.693128 0.069 -0.025 -0.030
H 1.682093 -0.137405 -0.599708 -0.085 -0.047 0.029
H -0.628667 -0.821266 1.150965 0.065 0.058 -0.064
H 1.265748 1.628450 1.312665 -0.095 -0.051 -0.007
H 0.222824 0.945575 2.653582 0.007 0.009 -0.161
H -1.636704 1.246005 1.277369 0.057 0.004 -0.080